The following is a DFT calculation (ωB97M-V/def2-TZVPD) of a cluster of 3 separate species, C5H16NO2 in total in a non-equilibrium geometry.

Atoms and positions in Å:
C1 -2.39472 -0.82778 -0.89987
O1 2.38955 -0.25873 -0.61851
C2 -0.87763 -0.44721 -0.45952
C3 -0.94241 1.14424 -0.23361
C4 0.32095 1.64555 0.49729
C5 0.49581 0.94872 1.90698
N1 -0.01209 -0.66013 -1.61628
H1 -2.49099 -0.38148 -1.95070
H2 -3.18172 -0.56091 -0.23942
H3 -2.35250 -1.89996 -0.94829
H4 -0.65795 -1.12767 0.35667
H5 -1.87561 1.41165 0.18640
H6 -0.92888 1.44153 -1.31994
H7 0.16459 2.76340 0.57230
H8 1.24853 1.43502 -0.19595
H9 -0.12906 1.39394 2.57440
H10 1.51534 1.09434 2.37409
H11 0.25425 -0.12617 1.89319
H12 3.25274 -0.37345 -1.05883
H13 -0.21912 -0.11121 -2.45604
H14 0.95796 -0.51233 -1.24211
H15 1.98937 -1.39938 0.39311
H16 1.97508 -2.66553 1.38902
O2 1.49850 -1.92646 1.09561

Computed properties:
charge	+1
energy relative to the best compared isomer or geometry (same formula, charge and spin)	192.5	kcal/mol